ORCA calculation (the ωB97M-V functional and the def2-TZVPD basis) on a structure of composition C27H21BrCoN2P.

Each line ends with the Mulliken spin population.
Geometry (Å):
Co (-1.105, 0.731, 0.637)  1.21
N (1.063, 2.522, -0.397)  -0.01
P (0.955, 0.842, -0.119)  -0.04
C (2.589, 0.449, 0.538)  -0.01
C (2.753, 0.235, 1.906)  -0.01
C (4.018, 0.009, 2.425)  0.00
C (5.120, 0.005, 1.581)  0.00
C (4.964, 0.231, 0.220)  0.00
C (3.700, 0.451, -0.305)  0.00
C (0.820, 0.078, -1.754)  0.00
C (1.373, -1.176, -2.002)  0.01
C (1.094, -1.838, -3.190)  0.00
C (0.253, -1.255, -4.125)  0.00
C (-0.305, -0.007, -3.876)  0.01
C (-0.030, 0.657, -2.694)  -0.02
C (0.037, 3.348, -0.005)  0.02
C (0.143, 4.738, -0.121)  0.00
C (-0.898, 5.521, 0.312)  0.00
C (-2.027, 4.915, 0.863)  0.00
C (-2.058, 3.548, 0.934)  0.00
N (-1.055, 2.756, 0.494)  0.00
H (1.927, 2.961, -0.678)  0.00
H (1.891, 0.241, 2.563)  0.00
H (4.143, -0.166, 3.485)  0.00
H (6.108, -0.174, 1.987)  0.00
H (5.826, 0.230, -0.434)  0.00
H (3.578, 0.611, -1.370)  0.00
H (2.016, -1.646, -1.268)  0.00
H (1.533, -2.809, -3.380)  0.00
H (0.031, -1.771, -5.050)  0.00
H (-0.956, 0.452, -4.609)  0.00
H (-0.459, 1.636, -2.512)  -0.01
H (1.040, 5.171, -0.542)  0.00
H (-0.836, 6.598, 0.232)  0.00
H (-2.860, 5.495, 1.230)  0.00
H (-2.907, 3.043, 1.372)  0.00
Br (-3.487, 0.584, 0.456)  -0.01
C (-3.569, -1.312, 0.714)  0.01
C (-4.774, -1.937, 0.695)  0.00
C (-4.793, -3.332, 0.895)  0.00
C (-3.626, -4.007, 1.105)  0.00
C (-2.377, -3.338, 1.125)  0.00
C (-1.170, -4.036, 1.354)  0.00
C (0.009, -3.355, 1.374)  -0.01
C (0.038, -1.960, 1.157)  -0.06
C (-1.089, -1.203, 0.922)  0.03
C (-2.324, -1.932, 0.916)  -0.09
H (-5.692, -1.388, 0.534)  0.00
H (-5.739, -3.856, 0.885)  0.00
H (-3.638, -5.078, 1.266)  0.00
H (-1.203, -5.106, 1.514)  0.00
H (0.938, -3.881, 1.555)  0.00
H (1.015, -1.498, 1.186)  -0.01

Multiplicity   2
Energy above the lowest of the compared OMol25 structures with the same formula, charge and spin   0.00 kcal per mole
Charge   +1
M   543.29 g mol⁻¹
Frontier orbital gap (alpha / beta)   7.86 / 8.00 eV
Energy   -148273.89264 eV

ORCA calculation (the ωB97M-V functional and the def2-TZVPD basis) on a cluster of 2 separate species, CH4FOP in total.

Each line ends with the natural charge from an NBO analysis.
Geometry (Å):
O (2.275, -0.891, -0.275)  -0.50
C (2.313, 0.267, -0.105)  0.73
F (1.968, 0.756, 1.096)  -0.35
H (2.517, 1.085, -0.717)  0.12
P (-2.905, -0.336, 0.179)  0.02
H (-2.313, 0.516, -0.740)  -0.01
H (-2.096, -1.360, -0.300)  0.00
H (-1.760, -0.037, 0.863)  -0.01

Energy above the lowest of the compared OMol25 structures with the same formula, charge and spin   52.71 kcal per mole
Charge   0
M   82.01 g mol⁻¹
Frontier orbital gap   11.50 eV
Energy   -15154.33538 eV

ORCA calculation (the ωB97M-V functional and the def2-TZVPD basis) on a cluster of 2 separate species, C2H6N2O4 in total.

Each line ends with the natural charge from an NBO analysis.
Geometry (Å):
O (2.512, -0.649, -0.265)  -0.41
N (1.553, 0.036, -0.040)  0.59
O (1.808, 1.357, 0.164)  -0.53
N (0.344, -0.264, 0.007)  -0.37
C (-0.004, -1.659, -0.151)  0.05
O (-0.691, -2.120, 0.964)  -0.69
H (0.984, 1.850, 0.416)  0.51
H (-0.617, -1.733, -1.064)  0.16
H (0.890, -2.284, -0.253)  0.20
H (-1.450, -1.550, 1.129)  0.47
C (-1.328, 1.741, -0.229)  0.33
O (-0.679, 2.293, 0.618)  -0.55
H (-0.965, 1.589, -1.256)  0.13
H (-2.356, 1.393, -0.041)  0.12

Energy above the lowest of the compared OMol25 structures with the same formula, charge and spin   142.50 kcal per mole
Charge   0
M   122.08 g mol⁻¹
Frontier orbital gap   10.60 eV
Energy   -13336.63228 eV

ORCA calculation (the ωB97M-V functional and the def2-TZVPD basis) on the molecule C29H29N3O6S.

Each line ends with the natural charge from an NBO analysis.
Geometry (Å):
C (-8.536, -2.872, -1.366)  -0.64
C (-8.778, -1.391, -1.636)  -0.06
O (-7.578, -0.685, -1.896)  -0.50
C (-6.610, -0.532, -0.952)  0.27
C (-5.345, -0.265, -1.472)  -0.23
C (-4.252, -0.034, -0.667)  -0.20
C (-4.391, -0.082, 0.717)  -0.01
C (-3.276, 0.111, 1.625)  -0.16
C (-2.225, 0.920, 1.434)  -0.27
S (-0.930, 0.971, 2.640)  0.32
C (0.425, 0.972, 1.510)  -0.22
C (1.631, 0.426, 1.924)  -0.19
C (2.719, 0.383, 1.074)  -0.22
C (2.588, 0.878, -0.219)  -0.12
C (3.683, 0.759, -1.234)  0.68
O (3.572, 0.022, -2.196)  -0.62
N (4.767, 1.560, -1.072)  -0.43
C (5.906, 1.383, -1.946)  -0.24
C (6.935, 0.461, -1.250)  -0.23
N (6.738, 0.539, 0.181)  -0.42
C (6.382, -0.496, 0.990)  0.64
O (5.855, -0.301, 2.077)  -0.63
C (6.691, -1.870, 0.571)  0.14
C (6.182, -3.022, 1.119)  -0.23
C (6.815, -4.091, 0.453)  -0.32
C (7.670, -3.519, -0.441)  0.12
O (7.603, -2.183, -0.381)  -0.39
C (6.453, 1.881, 0.644)  -0.24
C (5.082, 2.346, 0.097)  -0.23
C (1.379, 1.416, -0.638)  -0.23
C (0.284, 1.498, 0.220)  0.22
N (-0.883, 2.147, -0.184)  -0.44
C (-0.803, 3.109, -1.265)  -0.42
C (-2.120, 1.948, 0.373)  0.64
O (-3.083, 2.611, 0.037)  -0.59
C (-5.648, -0.376, 1.248)  -0.23
C (-6.762, -0.574, 0.449)  0.21
O (-8.014, -0.811, 0.962)  -0.51
C (-8.175, -0.875, 2.357)  -0.25
H (-7.960, -3.311, -2.177)  0.21
H (-7.987, -3.004, -0.437)  0.21
H (-9.488, -3.390, -1.286)  0.21
H (-9.351, -1.269, -2.561)  0.18
H (-9.333, -0.937, -0.812)  0.19
H (-5.252, -0.241, -2.546)  0.22
H (-3.288, 0.150, -1.111)  0.21
H (-3.303, -0.467, 2.541)  0.21
H (1.707, 0.036, 2.927)  0.22
H (3.646, -0.047, 1.419)  0.24
H (6.334, 2.367, -2.156)  0.19
H (5.558, 0.933, -2.875)  0.26
H (7.956, 0.767, -1.502)  0.20
H (6.786, -0.563, -1.583)  0.23
H (5.447, -3.074, 1.895)  0.24
H (6.661, -5.137, 0.618)  0.23
H (8.355, -3.941, -1.149)  0.21
H (7.256, 2.534, 0.292)  0.20
H (6.444, 1.869, 1.734)  0.25
H (5.131, 3.407, -0.182)  0.19
H (4.302, 2.219, 0.844)  0.24
H (1.299, 1.764, -1.654)  0.23
H (0.060, 3.760, -1.124)  0.21
H (-0.736, 2.610, -2.234)  0.20
H (-1.719, 3.699, -1.240)  0.26
H (-5.746, -0.408, 2.322)  0.21
H (-9.235, -1.071, 2.516)  0.20
H (-7.588, -1.688, 2.796)  0.18
H (-7.908, 0.072, 2.837)  0.18

Energy above the lowest of the compared OMol25 structures with the same formula, charge and spin   18.62 kcal per mole
Charge   0
M   547.63 g mol⁻¹
Frontier orbital gap   8.07 eV
Energy   -58133.52388 eV